93
Properties=species:S:1:pos:R:3 method="wB97M-V/def2-TZVPD" lumo_ev=0.4 homo_energy_ev=-9.321 relative_energy_kj_mol=393.1 smiles="COC[C@H](C)N.COC[C@H](C)N.COC[C@H](C)N.COC[C@H](C)N.COC[C@H](C)N.NC(N)=O"
O 0.3247 -1.8357 7.4198
O 3.2693 2.7824 1.4529
O 1.3079 -4.8963 -5.7065
O 2.6616 0.1880 -6.4256
O -0.6400 1.2960 1.7922
O -3.3355 1.8328 -3.3508
N -6.2390 -0.2860 -3.3561
N 3.1643 4.3083 3.9806
N 3.5572 -1.5985 9.3027
N -0.7535 0.5330 -1.9719
N 1.8629 0.9385 -4.5105
N 0.1127 -2.0544 -3.6102
N 0.4837 0.2003 -6.0597
C -0.8152 0.4830 0.5548
C 1.9729 3.5937 3.4708
C 1.4300 -1.5347 10.1565
C 0.5570 -3.7549 -5.3891
C 0.7972 -3.3520 -3.8538
C 0.7035 4.2699 3.7443
C 2.2270 -2.0117 8.9398
C 1.0067 -5.5365 -6.9289
C -0.1079 -1.2261 6.2657
C 0.2992 -4.3041 -2.7912
C -2.6457 2.6679 -4.3233
C 1.7217 -1.5333 7.6127
C -4.6460 1.5186 -3.7964
C -3.9926 -0.8749 -3.4367
C 1.7603 0.4702 -5.7315
C -0.6468 0.6953 3.0131
C -0.3153 1.0749 -0.6991
C -4.9931 0.2620 -3.1014
C 3.3044 2.1728 0.1772
C 2.0513 3.3729 1.8690
C -0.6902 2.5005 -0.7372
H 1.2238 2.7196 1.5924
H -0.1504 0.5641 -5.3628
H 0.3625 0.3741 3.2707
H 0.9567 -2.9825 -6.0461
H -0.5683 2.9863 0.2309
H 0.7794 -4.8071 -7.7063
H -6.8436 0.2416 -2.7427
H 1.8438 2.5907 3.8776
H -1.7040 3.0048 -3.8899
H 3.5979 -0.6053 9.4818
H 0.7745 1.0724 -0.6770
H 1.7212 4.1763 1.2104
H -0.6064 -0.4221 -2.2654
H -0.4645 -3.8880 -5.7455
H 0.5075 -1.2339 -4.0472
H -0.4631 -0.5204 0.7938
H -1.7440 2.6295 -0.9841
H 0.3886 -1.8560 10.1380
H 0.1952 -0.1796 6.2980
H 2.2231 -1.9994 6.7645
H -0.8878 1.4308 3.7806
H 0.8173 5.3204 3.4766
H -1.3642 -0.1223 3.0836
H -4.8352 1.3175 -4.8509
H -1.8887 0.3348 0.4375
H -3.1355 3.6022 -4.5973
H 1.9595 -5.9072 -7.3068
H 0.1621 -6.2241 -6.9739
H -5.1841 2.4022 -3.4532
H -0.2396 3.0821 -1.5414
H 3.6265 3.7297 4.6673
H 3.1127 1.1001 0.1499
H 4.3023 2.2200 -0.2587
H -2.9858 -0.6426 -3.0896
H 2.7834 1.1793 -4.1717
H -6.2684 -1.1817 -2.8903
H 0.4721 4.1519 4.8029
H -1.6405 0.8506 -2.3358
H 0.9754 -4.4453 -1.9481
H 1.8773 -3.2075 -3.8275
H 3.9024 4.3606 3.2931
H -2.4471 2.0480 -5.1976
H 0.2826 -5.2889 -3.2581
H 1.3009 -0.4541 10.2183
H 1.8873 -0.4565 7.5806
H -3.9564 -1.1590 -4.4883
H -4.9531 0.3455 -2.0153
H 4.0672 -1.7398 8.4425
H -0.1190 3.7874 3.2163
H 2.3004 -3.0976 8.9988
H -4.2756 -1.8183 -2.9697
H -0.7557 -4.2877 -2.5174
H 1.8407 -1.8469 11.1167
H 1.1891 0.9159 -3.7585
H 2.5734 2.5437 -0.5413
H 0.2549 -0.0638 -7.0073
H 0.4648 -1.6679 5.4503
H -0.8207 -1.9874 -3.9899
H -1.1795 -1.3514 6.1108

---

113
Properties=species:S:1:pos:R:3 method="wB97M-V/def2-TZVPD" lumo_ev=3.9 charge=-2 homo_energy_ev=-1.492 relative_energy_kj_mol=153.3
Sr 0.4186 -1.2037 -1.2007
As 0.8664 -3.1170 2.1017
S 3.5717 -1.3623 -0.7821
O -0.8076 0.2667 -2.8963
O 1.3206 -2.3488 0.6807
O -4.2354 1.8480 1.5763
O 1.4662 -3.2575 -2.4952
O -1.8909 3.1597 3.2520
O 2.0592 2.5431 1.4555
O 2.6176 -0.2766 -1.3026
O 3.1646 -5.6648 -2.5613
N -1.7584 1.7591 0.8969
N 1.8886 0.0536 3.7916
N -0.4340 3.6183 0.6333
N 0.2471 1.5947 -0.3348
N -2.3111 -1.5062 -3.1035
N -1.2060 -2.3371 -2.9294
C 1.7955 -5.6059 -2.8228
C -5.4844 1.1884 -2.7549
C -1.9589 -0.2446 -2.9704
C -3.1245 0.7123 -2.8390
C 1.5185 -0.9366 3.3062
C -4.6112 -0.5018 1.0400
C 1.3605 2.3237 -0.7674
C -2.5298 6.6764 2.6176
C -0.3840 -4.6204 -3.1715
C -0.8693 -5.8872 -3.5123
C 5.4399 -0.1277 0.7437
C 2.6902 3.2211 -2.5776
C -2.4948 5.4163 3.1816
C 1.5737 2.5253 -2.1252
C 3.6001 3.7292 -1.6699
C 0.3909 -4.8264 1.2516
C -1.1658 4.5530 1.3588
C -1.3733 -3.5483 -3.2942
C -3.7946 0.6065 1.1254
C 2.2497 -3.8605 3.2315
C -0.8172 -2.7754 2.9683
C 1.2699 -6.8380 -3.1490
C 5.1350 -0.8728 -1.5109
C -0.0647 -7.0073 -3.5024
C -1.8063 4.3524 2.5992
C 3.8183 -4.6620 -1.8201
C 2.3212 2.8132 0.1472
C -5.2149 2.4987 -2.3819
C -1.8672 -0.6145 0.1993
C -1.2032 5.8450 0.8154
C 5.5811 0.3385 -0.7081
C -0.6155 2.2416 0.3869
C -2.4430 0.5238 0.7270
C 3.0204 2.8507 2.4300
C -0.6664 2.4973 3.5926
C -4.4475 0.2980 -2.9751
C -4.0687 -1.6861 0.5368
C -2.8624 2.0268 -2.4705
C -3.9008 2.9139 -2.2366
C 0.9896 -4.4022 -2.7998
C -2.7483 -1.7147 0.1267
C 3.4181 3.5310 -0.3032
C -1.8584 6.8944 1.4252
C 4.0663 -0.8023 0.8684
C -5.5512 1.9313 2.0396
H -6.5103 0.8533 -2.8529
H 6.5902 0.6679 -0.9676
H -4.6935 -2.5683 0.4452
H -1.5399 -3.4929 2.5844
H -1.9153 -5.9668 -3.7911
H 4.0134 2.5173 2.1158
H -2.3936 -2.6546 -0.2942
H -2.9909 5.1977 4.1177
H 3.8744 -3.7321 -2.3747
H -6.0287 3.1881 -2.1875
H -0.4547 -7.9850 -3.7588
H -0.2722 2.9410 4.5132
H -6.2702 1.7348 1.2353
H 1.9569 -7.6789 -3.1240
H 1.2676 -5.2491 0.7605
H 2.7137 2.3081 3.3241
H 4.1334 3.9214 0.4098
H -5.6510 -0.4487 1.3352
H 4.8182 -5.0648 -1.6248
H 2.8278 -3.0872 3.7288
H -1.8289 2.3150 -2.3388
H -3.6838 3.9270 -1.9197
H 5.5458 0.6799 1.4677
H 0.2311 4.0369 0.0014
H -1.1219 -1.7572 2.7274
H 0.0669 2.5699 2.7978
H 6.2233 -0.8602 0.9655
H 1.7551 -4.4965 3.9679
H 3.2532 -0.1471 1.1848
H -0.9024 1.4517 3.7525
H 3.0584 3.9312 2.6298
H -2.3337 2.4488 1.3569
H -3.0722 7.4740 3.1069
H -0.0059 -5.5355 1.9892
H -5.6854 2.9491 2.4037
H -2.3417 -3.8312 -3.7337
H 4.9448 -0.7173 -2.5705
H -0.6679 -2.8710 4.0435
H -0.3646 -4.6400 0.4907
H -4.6314 -0.7362 -3.2253
H -0.7096 5.9978 -0.1361
H 3.3056 -4.4536 -0.8765
H -1.8597 7.8688 0.9548
H 4.8938 1.1630 -0.9039
H 5.8252 -1.7116 -1.3869
H 4.4674 4.2815 -2.0136
H 2.8382 3.3544 -3.6405
H 2.8640 -4.4817 2.5791
H 0.8539 2.0861 -2.8022
H 4.0494 -1.6611 1.5402
H -5.7325 1.2209 2.8551

---

11
Properties=species:S:1:pos:R:3 method="wB97M-V/def2-TZVPD" lumo_ev=0.4 homo_energy_ev=-10.997 relative_energy_kj_mol=147.8 smiles=N#C[C@H](O)CO
O -0.5193 -0.5043 -1.3692
O -1.2714 -0.5406 1.2961
N 2.2251 1.4655 -1.2616
C 0.4375 -0.2408 -0.3597
C 1.4390 0.7060 -0.8864
C -0.2568 0.3407 0.8788
H -0.8187 -1.4136 -1.2449
H -2.0062 -0.4286 0.6793
H 0.9654 -1.1601 -0.0716
H 0.4579 0.4389 1.7014
H -0.6524 1.3369 0.6377

---

87
Properties=species:S:1:pos:R:3 method="wB97M-V/def2-TZVPD" lumo_ev="-2.0 / -7.8" charge=+1 homo_energy_ev="-11.403 / -11.403" multiplicity=2
O -0.1380 5.4775 -2.2508
O 3.4204 -2.1665 0.0331
O 4.5121 0.4318 -0.5468
O -0.3708 0.6490 -1.2275
O 1.6080 3.6301 2.0759
O 2.6922 1.1132 2.1330
O 1.4267 -3.6707 1.1791
O -6.2151 1.2158 0.5428
O -3.2363 -2.4119 -1.8179
N -3.3045 0.5676 -1.7145
N 4.7836 1.3429 2.9805
N 3.8234 -0.6144 3.0306
N -0.4186 -1.6010 -0.9651
N 1.0690 -0.5322 0.0332
C -3.4298 2.2946 -0.0376
C -1.0288 4.8302 -3.1769
C -4.0473 0.9133 -0.4970
C 1.2848 -3.2694 2.5153
C 0.5748 3.3672 1.0874
C -6.3982 0.0821 1.3558
C 3.4994 0.1151 -2.7492
C 4.4590 -4.2926 -0.0806
C -0.7447 3.2944 -3.0912
C -3.8734 -3.1353 -0.8253
C -0.5548 4.3627 1.1520
C 3.6656 1.0433 -1.5340
C 0.0878 -0.3719 -0.8228
C -3.1195 -3.0077 0.4749
C 0.0302 -3.9712 2.9771
C 4.2625 -2.9718 -0.7952
C 3.6775 0.6488 2.6588
C -5.5545 0.8990 -0.6483
H -5.4520 -0.3004 1.7387
H 4.7840 1.1270 0.0569
H -2.9132 -3.0812 -2.4256
H 4.7087 -0.6878 3.5111
H -0.7984 -3.6426 2.3498
H 3.0348 -1.2452 3.0165
H 1.2872 0.3794 0.4093
H 0.9912 3.4668 0.0850
H 0.2757 3.0545 -3.3903
H -2.9365 -2.0038 0.8581
H 0.1375 -5.0559 2.9781
H 2.5865 -0.4492 -2.5589
H -0.2301 5.4004 1.0753
H 4.7293 -5.1145 -0.7435
H 0.1138 -2.4177 -0.7012
H 0.1245 2.3764 1.1475
H -3.9575 -4.1814 -1.1195
H -3.2708 -0.4378 -1.6247
H -3.9237 2.4551 0.9208
H -1.1758 4.2336 2.0384
H 2.1932 2.8726 2.1500
H 3.6618 -1.2590 -0.1665
H -2.1940 -3.5799 0.4112
H 2.2052 -3.6152 2.9857
H -5.7786 -0.1059 -1.0063
H -4.8756 -2.7408 -0.6577
H -1.4775 2.7079 -3.6454
H -3.7912 0.2405 0.3215
H -3.6432 -3.3922 1.3501
H -0.5788 6.2645 -1.9223
H 5.6427 0.8485 3.1742
H -0.7913 5.2567 -4.1515
H 4.8730 2.3247 2.7608
H -5.8020 1.6912 -1.3548
H -0.1825 -3.6292 3.9900
H -1.2227 -1.7056 -1.5672
H -7.0459 0.4067 2.1702
H 3.9438 -3.2014 -1.8120
H 2.1648 -3.2080 0.7758
H 5.3009 -4.3460 0.6096
H -2.3120 0.7050 -1.5877
H -2.3402 2.3103 -0.0120
H 1.6004 -1.3668 0.2359
H 3.5564 -4.6204 0.4352
H -2.0576 5.1030 -2.9419
H -0.8168 2.9647 -2.0548
H -1.2164 4.1569 0.3105
H 2.6325 1.2190 -1.2340
H 3.6368 0.5544 -3.7373
H -3.7178 3.1000 -0.7132
H -6.9113 -0.7608 0.8929
H 4.3604 -0.5526 -2.7176
H 1.0513 -2.2048 2.4993
H 5.2468 -2.5249 -0.9351
H 4.1276 1.9493 -1.9264

---

44
Properties=species:S:1:pos:R:3 method="wB97M-V/def2-TZVPD" lumo_ev=-5.0 charge=+1 homo_energy_ev=-12.096
P -0.1161 2.4629 2.6350
F -3.1498 -0.1279 3.0085
O 0.8573 1.5572 3.8129
O -0.6190 4.0325 3.2986
O 0.1151 -0.6144 1.8228
N -1.9133 -0.5037 0.2658
N 2.7673 -3.1968 -4.8221
N -1.5058 1.5043 2.0442
N 0.9553 2.8607 1.4432
N -0.9806 -3.1575 0.3791
N 2.2530 -1.3322 -1.8210
C 3.1113 -2.2491 -1.9329
C -3.3356 2.2358 3.8426
C 2.5418 -0.5347 -5.5943
C -2.3085 1.0985 3.2753
C 0.0887 -3.6194 -2.1462
C -2.3385 2.2087 0.9742
C -0.4957 -3.3670 -0.7659
C 2.6650 -1.9898 -5.1723
C 4.1458 -3.3546 -2.0678
C -2.0427 3.5753 0.4243
B -1.0918 0.1577 1.3991
H 0.0667 4.7058 3.0069
H 1.8014 -0.4398 -6.3934
H -3.9805 1.7030 4.6954
H -2.9347 -0.4780 0.4817
H 0.5994 2.4738 0.5425
H -1.6678 -1.5363 0.3200
H -1.6058 0.7794 4.1840
H -2.2650 4.4790 1.1715
H 0.7577 -0.5016 1.0360
H 3.5063 -0.1688 -5.9572
H 4.1576 -3.9666 -1.1618
H 0.5428 -2.7025 -2.5321
H 5.1382 -2.9202 -2.2171
H -3.3335 1.7032 0.5500
H 0.8533 -4.3992 -2.0903
H -1.5620 3.7722 -0.6442
H -2.8006 3.1409 4.4087
H 3.9028 -3.9902 -2.9238
H -0.6998 -3.9422 -2.8315
H -4.1152 2.6467 3.0725
H 2.2270 0.0749 -4.7429
H 1.8086 1.9200 3.7220

---

15
Properties=species:S:1:pos:R:3 method="wB97M-V/def2-TZVPD" lumo_ev=-3.4 charge=+1 homo_energy_ev=-14.767 relative_energy_kj_mol=34.2
O -1.5799 1.7634 1.4875
O 0.6548 -2.1653 -0.2759
N 1.2720 -0.2697 -1.7679
N -0.6853 -1.0482 1.1711
C 0.1596 -1.1309 0.1587
C 0.5955 0.1753 -0.5192
H -0.9446 -1.8976 1.6554
H 0.6886 -0.1865 -2.5953
H -0.2209 0.8591 -0.7118
H -2.0657 2.3609 0.9095
H 2.1502 0.2151 -1.9342
H -1.0426 -0.1548 1.4863
H 1.3205 0.6795 0.1133
H -1.7273 2.1011 2.3779
H 1.4252 -1.3015 -1.5554

---

49
Properties=species:S:1:pos:R:3 method="wB97M-V/def2-TZVPD" lumo_ev=0.4 homo_energy_ev=-8.819 smiles="C[C@H](Sc1ccc(Cl)cc1)C(=O)Nc1ccc(S(=O)(=O)N2CCOCC2)cc1"
Cl 9.2346 0.6917 0.3866
S -5.5100 -0.5492 0.8781
S 3.0066 0.4207 -0.1933
O -4.6625 2.5934 -1.6586
O 0.6646 -2.0342 -1.8610
O -6.1262 -1.7077 0.3049
O -5.7475 -0.2246 2.2533
N -6.0311 0.7527 -0.0100
N 0.3799 -0.8893 0.0964
C 6.9723 -0.2567 -0.7342
C -1.8744 -1.5228 -0.6117
C -1.5196 -0.0992 1.3060
C 4.7736 0.4275 -0.0629
C 5.3301 1.2865 0.8791
C -1.0050 -0.8440 0.2420
C 6.7009 1.3769 1.0153
C -4.5013 2.6554 -0.2581
C -3.2393 -1.4399 -0.4043
C 1.1119 -1.4441 -0.9071
C -6.0860 0.6374 -1.4481
C -5.7273 2.0824 0.4620
C 3.0887 -2.3058 0.3556
C 5.5993 -0.3348 -0.8777
C -4.8486 1.2651 -2.0998
C 2.6188 -1.3093 -0.6963
C -2.8841 -0.0219 1.5044
C 7.5190 0.5967 0.2113
C -3.7362 -0.6862 0.6417
H -0.8449 0.4162 1.9742
H -3.5968 2.0998 0.0359
H -6.9834 1.1608 -1.7972
H -6.1724 -0.4218 -1.6861
H 2.8409 -3.3159 0.0350
H 4.6803 1.8844 1.4991
H 5.1883 -0.9870 -1.6319
H -4.9710 1.3235 -3.1824
H -1.4765 -2.1051 -1.4256
H 2.6059 -2.1147 1.3120
H -6.5949 2.7215 0.2623
H -3.9307 -1.9709 -1.0393
H -3.3028 0.5333 2.3287
H 7.1340 2.0429 1.7445
H 0.8981 -0.3712 0.7959
H -4.3713 3.7117 -0.0173
H -3.9534 0.6683 -1.8660
H 3.0955 -1.5026 -1.6590
H -5.5689 2.0169 1.5375
H 4.1663 -2.2381 0.4923
H 7.6160 -0.8522 -1.3621

---

26
Properties=species:S:1:pos:R:3 method="wB97M-V/def2-TZVPD" lumo_ev=0.8 homo_energy_ev=-8.942 relative_energy_kj_mol=388.4 smiles="CCN(C)C(C)=O.CC"
O 0.7713 0.7558 2.3810
N 1.8643 0.6332 0.4245
C -0.4603 -0.3909 0.7360
C -4.1272 0.1012 0.4756
C 1.6881 0.1540 -0.9510
C 2.9693 -0.5577 -1.3558
C 3.0992 1.2487 0.7465
C 0.8072 0.3196 1.2699
C -3.6869 -0.7335 -0.7023
H 3.4448 -1.0885 -0.5455
H -0.7998 -0.0869 -0.2433
H -4.9190 0.8075 0.0654
H -3.2772 0.7119 0.8527
H -3.0045 -1.5045 -0.2874
H -4.4983 -1.2819 -1.1174
H 3.7050 -0.1543 -2.0464
H -1.2218 0.0260 1.3806
H -4.6919 -0.3354 1.3246
H 3.9079 0.3508 1.2878
H 3.8462 1.6131 0.0210
H -3.1278 -0.1366 -1.4428
H -0.4650 -1.5429 0.7648
H 2.8832 -1.7105 -1.6687
H 0.9989 -0.6196 -1.1585
H 1.4519 1.2799 -1.5356
H 2.8424 2.1415 1.3242